[1]
ORCA calculation (ωB97M-V with the def2-TZVPD basis set) on a cluster of 9 separate species, C16H36F14N9O28S14 in total.

Structure (XYZ):
```
117
C16H36F14N9O28S14 ωB97M-V with the def2-TZVPD basis set
C -0.75 -0.08 -0.75
C 0.41 0.91 -0.95
C 1.39 1.13 0.29
N 2.59 1.95 -0.15
C 3.51 0.98 -0.89
C 2.29 3.23 -0.93
C 3.37 4.24 -0.63
C 3.77 3.88 0.82
C 3.21 2.52 1.12
H -1.68 0.28 -1.20
H -1.05 -0.21 0.30
H -0.51 -1.07 -1.14
H 0.00 1.88 -1.20
H 1.00 0.55 -1.79
H 1.73 0.31 0.91
H 0.79 1.73 0.97
H 3.08 0.65 -1.82
H 3.87 0.27 -0.13
H 4.54 1.35 -0.91
H 2.21 3.02 -1.99
H 1.32 3.64 -0.65
H 4.26 3.89 -1.17
H 3.21 5.27 -0.93
H 4.83 3.82 1.02
H 3.27 4.65 1.41
H 3.96 1.81 1.47
H 2.55 2.45 1.99
C -7.97 -6.43 0.16
C -7.05 -5.53 -0.70
C -5.75 -5.20 0.03
N -5.69 -3.86 0.75
C -6.61 -3.85 1.93
C -6.22 -2.70 -0.07
C -5.58 -1.45 0.53
C -4.45 -1.89 1.46
C -4.25 -3.36 1.09
H -8.01 -6.21 1.24
H -7.62 -7.46 0.24
H -9.01 -6.51 -0.15
H -7.66 -4.64 -0.82
H -6.72 -5.95 -1.65
H -4.82 -5.27 -0.54
H -5.59 -6.00 0.75
H -6.50 -4.83 2.42
H -7.66 -3.78 1.69
H -6.26 -3.19 2.72
H -7.30 -2.62 -0.09
H -5.84 -2.80 -1.09
H -6.39 -0.83 0.91
H -5.03 -0.93 -0.25
H -4.58 -1.71 2.52
H -3.64 -1.38 0.96
H -3.88 -3.99 1.91
H -3.63 -3.52 0.21
N 3.62 -3.18 -3.77
S 2.57 -2.99 -2.69
O 2.30 -1.74 -2.03
O 2.20 -4.23 -2.01
F 1.36 -3.11 -3.81
S 4.84 -3.33 -2.53
O 5.00 -4.64 -1.97
O 5.15 -2.17 -1.76
F 6.08 -3.34 -3.57
N -0.72 5.09 2.07
S -0.92 5.92 0.71
O 0.27 5.93 -0.11
O -1.96 6.88 0.47
F -1.62 4.60 0.05
S 0.32 6.17 2.73
O -0.18 7.51 2.93
O 1.72 6.09 2.39
F 0.37 5.52 4.22
N 4.74 -1.24 2.99
S 4.21 -0.09 3.85
O 4.46 0.03 5.26
O 2.92 0.50 3.50
F 5.17 1.07 3.21
S 3.23 -2.07 2.88
O 2.38 -1.91 1.75
O 2.60 -2.31 4.16
F 3.88 -3.53 2.73
N -1.85 0.52 4.65
S -1.00 -0.13 3.52
O -0.28 -1.32 3.88
O -0.36 0.79 2.61
F -2.21 -0.70 2.62
S -0.56 1.15 5.53
O 0.09 2.28 4.94
O 0.16 0.22 6.33
F -1.36 1.94 6.70
N 1.93 4.40 -5.04
S 1.20 2.89 -5.28
O -0.19 2.85 -5.74
O 1.59 1.71 -4.55
F 1.93 2.61 -6.69
S 0.81 5.06 -4.25
O 0.35 4.39 -3.07
O -0.15 5.72 -5.13
F 1.50 6.35 -3.59
N -3.17 -2.95 -4.61
S -4.86 -2.78 -4.59
O -5.48 -1.49 -4.55
O -5.45 -3.83 -3.82
F -5.12 -3.27 -6.10
S -2.90 -2.00 -3.43
O -3.51 -2.43 -2.14
O -2.51 -0.63 -3.64
F -1.45 -2.54 -3.03
N 8.54 1.08 1.07
S 8.03 1.88 -0.31
O 8.96 2.74 -0.98
O 6.65 2.28 -0.37
F 7.96 0.52 -1.17
S 8.80 2.34 1.94
O 8.03 3.55 1.84
O 10.22 2.44 2.23
F 8.22 1.73 3.33
```

Calculated values
Net charge = -5
2S+1 = 1
Relative energy (zero: lowest compared OMol25 entry of this formula, charge and spin) = 9.0 kcal/mol
HOMO energy = 0.4 eV


[2]
ORCA calculation (ωB97M-V with the def2-TZVPD basis set) on a structure of composition C16H36N4O14.

Structure (XYZ):
```
70
C16H36N4O14 ωB97M-V with the def2-TZVPD basis set
C -23.05 -0.78 -8.58
N -23.46 -0.32 -9.97
O -23.88 -1.17 -10.71
O -23.43 0.88 -10.24
H -23.66 -0.22 -7.87
H -22.00 -0.64 -8.33
H -23.20 -1.86 -8.49
C -15.96 -3.00 -11.33
N -17.27 -3.40 -10.65
O -17.58 -4.57 -10.77
O -17.93 -2.61 -9.91
H -15.57 -3.77 -12.00
H -15.20 -2.93 -10.54
H -16.04 -2.08 -11.90
C -19.81 -2.24 -10.27
N -21.12 -2.18 -9.61
O -21.62 -3.25 -9.25
O -21.72 -1.15 -9.62
H -19.90 -1.53 -11.09
H -19.64 -3.28 -10.55
H -19.12 -1.88 -9.52
C -21.38 -3.20 -6.93
N -20.98 -1.85 -7.40
O -21.72 -0.98 -7.14
O -20.01 -1.67 -8.05
H -20.53 -3.83 -7.20
H -22.28 -3.51 -7.47
H -21.52 -3.25 -5.85
O -23.48 -3.90 -14.26
C -22.45 -4.32 -13.72
O -22.14 -4.06 -12.40
C -22.75 -2.94 -11.75
C -22.33 -1.50 -12.17
C -21.51 -5.26 -14.36
H -22.50 -3.00 -10.69
H -23.84 -2.96 -11.88
H -21.25 -1.33 -12.19
H -22.63 -0.80 -11.38
H -22.65 -1.17 -13.15
H -20.48 -4.93 -14.22
H -21.79 -5.37 -15.41
H -21.50 -6.21 -13.82
O -20.01 -2.80 -12.00
C -19.74 -4.00 -12.22
O -18.84 -4.50 -13.09
C -18.19 -3.64 -14.03
C -16.68 -3.40 -13.49
C -20.44 -5.10 -11.44
H -18.81 -2.75 -14.20
H -18.06 -4.16 -14.98
H -16.07 -3.15 -14.35
H -16.12 -4.25 -13.09
H -16.77 -2.63 -12.72
H -21.37 -4.61 -11.14
H -19.83 -5.58 -10.68
H -20.81 -5.95 -12.01
O -16.52 -0.22 -7.00
C -17.54 -0.74 -7.35
O -18.29 -1.48 -6.57
C -17.75 -1.96 -5.33
C -17.02 -3.26 -5.56
C -18.01 -0.64 -8.75
H -18.62 -2.17 -4.71
H -17.19 -1.16 -4.86
H -17.67 -3.94 -6.11
H -16.67 -3.74 -4.64
H -16.20 -3.27 -6.29
H -17.16 -0.37 -9.38
H -18.82 0.05 -9.00
H -18.42 -1.63 -8.94
```

Calculated values
2S+1 = 1
Relative energy (zero: lowest compared OMol25 entry of this formula, charge and spin) = 612.4 kcal/mol
HOMO energy = -7.9 eV


[3]
ORCA calculation (ωB97M-V with the def2-TZVPD basis set) on a cluster of 10 separate species, C16H36N8O20 in total.

Structure (XYZ):
```
80
C16H36N8O20 ωB97M-V with the def2-TZVPD basis set
O 6.74 -15.57 16.19
C 7.38 -16.49 16.57
O 8.70 -16.30 16.90
C 9.38 -17.57 17.18
C 8.36 -18.59 16.75
C 7.01 -17.94 16.75
H 9.74 -17.55 18.21
H 10.21 -17.59 16.47
H 8.31 -19.49 17.38
H 8.61 -18.96 15.73
H 6.46 -18.11 17.65
H 6.34 -18.29 15.97
O 8.72 -14.31 12.00
C 9.06 -15.46 11.98
O 9.13 -16.27 13.08
C 9.40 -17.62 12.70
C 10.12 -17.53 11.37
C 9.39 -16.33 10.75
H 8.42 -18.13 12.55
H 9.93 -18.13 13.52
H 9.83 -18.41 10.77
H 11.23 -17.31 11.44
H 8.40 -16.52 10.37
H 9.83 -15.77 9.96
C 10.78 -14.86 15.10
N 11.92 -15.64 14.48
O 12.66 -15.11 13.69
O 12.05 -16.78 14.92
H 11.34 -14.14 15.67
H 10.23 -15.57 15.66
H 10.18 -14.45 14.31
C 4.71 -21.15 13.17
N 5.98 -20.69 13.84
O 6.91 -20.37 13.04
O 6.05 -20.69 15.05
H 4.05 -21.49 13.98
H 4.90 -21.97 12.51
H 4.26 -20.41 12.59
C 8.70 -12.81 6.61
N 7.89 -13.44 7.64
O 8.29 -13.38 8.79
O 6.84 -14.02 7.32
H 9.08 -11.89 7.00
H 8.00 -12.74 5.74
H 9.54 -13.47 6.40
C 4.15 -15.35 9.86
N 4.51 -16.73 10.31
O 5.49 -17.27 9.86
O 3.75 -17.22 11.15
H 3.09 -15.31 9.78
H 4.74 -15.18 8.95
H 4.48 -14.71 10.71
C 4.59 -15.24 14.31
N 5.47 -16.13 13.47
O 6.06 -15.63 12.52
O 5.44 -17.34 13.70
H 4.47 -14.32 13.81
H 5.10 -15.27 15.26
H 3.68 -15.83 14.33
C 10.09 -21.62 12.84
N 10.02 -21.75 14.35
O 10.48 -20.85 15.00
O 9.48 -22.76 14.80
H 11.06 -22.00 12.53
H 9.93 -20.60 12.52
H 9.33 -22.27 12.48
C 11.21 -13.11 10.14
N 11.52 -14.08 9.01
O 12.19 -15.07 9.32
O 10.99 -13.86 7.91
H 12.09 -12.53 10.12
H 11.08 -13.73 11.04
H 10.29 -12.61 9.94
C 6.20 -11.95 10.59
N 4.75 -11.61 10.65
O 4.48 -10.46 10.41
O 3.92 -12.47 10.97
H 6.37 -12.94 10.94
H 6.71 -11.30 11.31
H 6.41 -11.81 9.51
```

Calculated values
2S+1 = 1
SMILES = C[N+](=O)[O-].C[N+](=O)[O-].C[N+](=O)[O-].C[N+](=O)[O-].C[N+](=O)[O-].C[N+](=O)[O-].C[N+](=O)[O-].C[N+](=O)[O-].O=C1CCCO1.O=C1CCCO1
HOMO energy = -10.3 eV